Record 1
The molecule C6H8. Source: the Open Molecules 2025 dataset; level of theory: ωB97M-V/def2-TZVPD.

Results
Calculated total energy   -6348.499 eV
HOMO energy   -0.329 hartree
Frontier orbital gap   9.955 eV
Structure (SMILES)   C#C/C=C/CC
Relative energy (zero: lowest compared OMol25 entry of this formula, charge and spin)   52.7 kcal per mole
LUMO level   1.0 eV

Last column: Mulliken charge in e.
Positions of all 14 atoms, in Å:
C  -3.41191  -1.42755  0.82116  -0.05
C  -2.23678  -1.12407  0.56329  -0.48
C  -0.84301  -1.07042  0.27556  -0.44
C  -0.14123  0.02562  0.19166  -0.10
C  1.28482  0.08355  -0.24595  -0.09
C  1.71772  1.45815  -0.64898  -1.18
H  -4.37665  -1.43757  1.24642  0.41
H  -0.37334  -2.06938  -0.05459  0.27
H  -0.51178  1.08053  0.64115  0.20
H  1.92443  -0.28377  0.56571  0.24
H  1.43541  -0.56784  -1.14925  0.29
H  0.91196  1.91721  -1.31565  0.32
H  2.77345  1.37607  -1.15797  0.29
H  1.84693  2.03947  0.26743  0.31

***

Record 2
A cluster of 2 separate species, C20H30ClF2N3O3P in total. Source: the Open Molecules 2025 dataset; level of theory: ωB97M-V/def2-TZVPD.

Results
Calculated total energy   -59077.172 eV
HOMO energy   -0.398 hartree
Frontier orbital gap   7.431 eV
Total charge   +1
LUMO level   -3.4 eV

Last column: Mulliken charge in e.
Positions of all 60 atoms, in Å:
C  -0.50192  7.46245  -2.73562  -1.00
C  -0.49709  6.10220  -1.89659  -0.42
N  -1.44104  5.08524  -2.49796  -1.01
N  -1.29444  3.93956  -1.69621  0.62
C  -1.91342  3.88450  -0.50014  0.44
C  -2.86280  4.87734  0.23448  -0.56
C  -4.30177  4.21308  0.21117  0.46
O  -4.82000  4.03473  -0.83510  -0.39
F  -4.89847  3.82398  1.39147  -0.24
N  -1.64670  2.69018  0.17565  0.17
C  -0.78023  2.00730  -0.72014  0.55
O  -0.26657  0.77421  -0.37823  -0.27
C  0.79629  1.04530  0.61622  -0.88
C  0.57506  0.26558  1.97513  0.56
C  -0.04214  1.21804  3.11343  -1.24
C  -0.30904  -1.03446  1.83996  -1.05
C  0.46398  -2.34323  1.37372  0.56
C  0.82128  -3.24468  2.62714  -1.26
C  1.76756  -2.08764  0.52280  -1.14
C  -0.54215  2.74370  -1.94488  -0.62
P  0.45525  2.32385  -3.47021  0.10
O  1.33148  0.92106  -3.17754  -0.35
Cl  -0.98670  1.75486  -4.92382  -0.22
H  -0.37042  7.19689  -3.81593  0.30
H  0.34129  8.08467  -2.33001  0.34
H  -1.48764  7.95570  -2.52107  0.28
H  -0.82885  6.40026  -0.85645  0.30
H  0.54770  5.69930  -1.77934  0.38
H  -0.99657  4.87394  -3.40410  0.33
H  -2.89290  5.82044  -0.37047  0.34
H  -2.50895  5.09342  1.28153  0.37
H  -1.99306  2.38289  1.08456  0.46
H  1.78175  0.68522  0.19382  0.38
H  0.88763  2.15713  0.73903  0.54
H  1.59353  -0.02582  2.36943  0.42
H  0.79934  1.59836  3.76185  0.35
H  -0.53839  2.13721  2.68601  0.17
H  -0.75845  0.67214  3.78576  0.32
H  -1.23581  -0.88848  1.20648  0.24
H  -0.70779  -1.25346  2.87778  0.42
H  -0.24881  -2.90380  0.69516  0.22
H  1.31593  -4.17238  2.24135  0.32
H  1.51857  -2.63394  3.27750  0.27
H  -0.14617  -3.47293  3.16252  0.37
H  1.57117  -1.83593  -0.56055  0.20
H  2.48590  -1.34520  0.95938  0.21
H  2.32326  -3.06994  0.49338  0.35
H  1.45385  0.51604  -4.06574  0.31
F  1.60029  -4.86048  -0.54030  -0.24
C  1.59135  -6.18484  -0.28787  0.32
C  0.48294  -6.93388  -0.63837  -0.44
C  0.47636  -8.29913  -0.38230  -0.42
C  1.57299  -8.89567  0.23014  -0.50
C  2.67827  -8.13007  0.58156  -0.40
C  2.69088  -6.76654  0.31631  -0.24
H  -0.36514  -6.44986  -1.10727  0.40
H  -0.38312  -8.89763  -0.65927  0.36
H  1.56482  -9.96022  0.43328  0.37
H  3.53061  -8.59500  1.06233  0.36
H  3.54718  -6.15555  0.57515  0.41

***

Record 3
The molecule C4H5N3. Source: the Open Molecules 2025 dataset; level of theory: ωB97M-V/def2-TZVPD.

Results
Calculated total energy   -8698.578 eV
HOMO energy   -0.315 hartree
Frontier orbital gap   9.430 eV
Structure (SMILES)   Nc1cncnc1
Relative energy (zero: lowest compared OMol25 entry of this formula, charge and spin)   28.5 kcal per mole
LUMO level   0.9 eV

Last column: Mulliken charge in e.
Positions of all 12 atoms, in Å:
N  -1.96650  0.10292  -0.33601  -0.57
C  -0.65039  0.05954  0.07474  0.31
C  0.16547  1.18645  0.23824  -0.16
N  1.47207  1.08696  0.02434  -0.53
C  1.97064  -0.13850  -0.09018  -0.05
N  1.33537  -1.23550  0.31537  -0.55
C  0.01653  -1.11717  0.43717  -0.14
H  -2.18308  0.87618  -0.94982  0.26
H  -2.31245  -0.77418  -0.70007  0.26
H  -0.21067  2.12130  0.64687  0.40
H  2.98005  -0.23645  -0.47672  0.37
H  -0.54373  -1.93826  0.88384  0.39

***

Record 4
A structure of composition C40H62CsN9O7P2S2. Source: the Open Molecules 2025 dataset; level of theory: ωB97M-V/def2-TZVPD.

Results
Calculated total energy   -111030.998 eV
HOMO energy   -0.285 hartree
Frontier orbital gap   7.916 eV
Relative energy (zero: lowest compared OMol25 entry of this formula, charge and spin)   0.0 kcal per mole
LUMO level   0.2 eV

Last column: Mulliken charge in e.
Positions of all 123 atoms, in Å:
Cs  0.04383  -0.05025  -0.86382  0.91
O  -3.21542  1.55326  -1.69325  -0.74
C  -2.14899  1.72190  -2.30962  -0.69
N  -1.58948  1.02916  -3.29099  0.04
C  -2.11922  -0.09423  -3.84762  -0.59
O  -1.97812  -0.33823  -5.04043  -0.71
C  -2.84150  -1.19511  -3.06408  0.64
C  -3.76287  -1.96347  -3.77403  -0.67
C  -4.38819  -3.02102  -3.14200  -0.65
C  -4.05694  -3.30389  -1.82449  -0.82
C  -3.12961  -2.49041  -1.19712  -0.49
N  -2.54739  -1.44745  -1.79050  0.96
C  -1.36416  2.99220  -1.96156  0.81
C  -2.10487  4.14722  -1.71458  -0.47
C  -1.43586  5.33813  -1.50366  -0.63
C  -0.04674  5.33464  -1.50503  -0.74
C  0.60167  4.12712  -1.70690  -0.33
N  -0.03164  2.97860  -1.93683  0.20
H  -3.95457  -1.71833  -4.80798  0.56
H  -5.11853  -3.62202  -3.66976  0.44
H  -4.51438  -4.12421  -1.28768  0.50
H  -2.86359  -2.65876  -0.16001  0.37
H  -3.18365  4.07975  -1.70994  0.46
H  -1.98445  6.25836  -1.34403  0.46
H  0.52151  6.24337  -1.35518  0.45
H  1.68730  4.07936  -1.69207  0.43
O  4.44957  0.36652  1.97543  -0.38
S  4.29755  0.35463  3.45943  -0.08
C  3.63019  2.00052  3.90009  -1.08
C  2.17533  2.22678  3.51765  0.80
C  1.77441  3.71484  3.47649  -1.08
C  1.21505  4.16898  2.13719  -1.10
S  -0.34472  3.39019  1.59284  0.93
O  -0.04720  1.93968  1.41159  -0.06
C  -1.25120  3.50269  3.13204  0.48
C  -1.95427  4.65919  3.43159  -0.72
C  -2.68145  4.72181  4.61158  -0.70
C  -2.71047  3.62912  5.46822  -0.61
C  -2.01213  2.47119  5.15041  -1.14
C  -1.27658  2.40229  3.97612  -0.33
C  2.82360  -0.58626  3.83803  0.19
C  1.99979  -0.99917  2.80725  -0.23
C  0.80791  -1.64421  3.11088  -0.55
C  0.46595  -1.87935  4.43543  -0.63
C  1.32014  -1.48865  5.46222  -0.68
C  2.51029  -0.84182  5.16652  -0.31
H  4.30422  2.67331  3.36395  0.59
H  3.80772  2.12977  4.97092  0.40
H  1.54512  1.70474  4.23775  0.12
H  1.97072  1.75832  2.55558  -0.36
H  2.62862  4.35606  3.71333  0.67
H  1.02986  3.91346  4.25003  0.31
H  1.88592  3.92406  1.30813  0.45
H  1.03067  5.24592  2.11479  0.65
H  -1.94947  5.49513  2.74122  0.52
H  -3.23925  5.61656  4.85467  0.39
H  -3.28964  3.67669  6.38110  0.38
H  -2.04575  1.61756  5.81549  0.45
H  -0.73670  1.50641  3.68924  0.72
H  2.28062  -0.82157  1.77600  0.63
H  0.14031  -1.94510  2.31430  0.52
H  -0.46525  -2.37937  4.67043  0.42
H  1.05921  -1.69086  6.49310  0.41
H  3.18127  -0.53264  5.96031  0.41
C  1.13790  -1.70055  -5.89878  -0.74
N  1.57421  -2.80788  -5.05148  0.69
C  2.41808  -3.79833  -5.69393  -1.17
P  1.33638  -2.77674  -3.43852  -0.90
O  0.44973  -1.67369  -3.04515  0.75
O  2.79705  -2.63275  -2.72710  -0.71
P  3.11477  -1.77425  -1.38845  -0.82
O  2.10797  -1.95234  -0.32262  -0.44
N  3.23861  -0.24551  -1.97186  1.32
C  3.57762  0.79829  -1.00760  -0.26
C  3.35982  0.15632  -3.36344  -0.91
N  4.56893  -2.33202  -0.88788  0.69
C  4.73758  -3.09246  0.33740  -0.83
C  5.74992  -2.19329  -1.71657  -1.11
N  0.92566  -4.32192  -3.02840  0.25
C  1.19261  -4.84028  -1.69051  -0.69
C  -0.38361  -4.73428  -3.54239  -0.95
H  0.58894  -2.09639  -6.75623  0.30
H  1.99638  -1.13295  -6.27338  0.29
H  0.47179  -1.04110  -5.34770  0.04
H  1.89446  -4.23899  -6.54645  0.34
H  2.66710  -4.59307  -4.99392  0.31
H  3.34542  -3.34565  -6.05949  0.30
H  3.41074  0.47012  0.01781  -0.12
H  2.95700  1.67885  -1.20114  -0.04
H  4.63089  1.08648  -1.08778  0.24
H  3.00793  -0.62486  -4.02956  0.19
H  4.39843  0.39776  -3.61894  0.30
H  2.74441  1.04259  -3.53406  0.17
H  3.80390  -3.09723  0.89297  0.15
H  5.51137  -2.63016  0.95565  0.29
H  5.03286  -4.12475  0.12020  0.24
H  5.52523  -1.59615  -2.60015  0.24
H  6.11266  -3.17002  -2.05194  0.36
H  6.55059  -1.69654  -1.16174  0.31
H  2.20343  -4.59368  -1.37900  0.13
H  1.09584  -5.92719  -1.71861  0.43
H  0.49360  -4.44520  -0.94614  0.22
H  -0.55296  -4.30493  -4.52888  0.32
H  -1.19567  -4.40768  -2.88386  0.18
H  -0.40787  -5.82208  -3.62570  0.37
C  -5.51588  -0.05480  0.15540  -1.53
C  -4.67556  0.27943  1.38467  2.06
C  -4.37150  1.78372  1.40047  -1.55
C  -5.41612  -0.11994  2.65749  -1.99
N  -3.45962  -0.55128  1.26148  -0.10
N  -2.44432  -0.31791  2.24180  -0.17
H  -6.45536  0.50138  0.17741  0.49
H  -5.74197  -1.12234  0.13321  0.34
H  -4.97953  0.21892  -0.75589  0.17
H  -5.30625  2.34911  1.38169  0.54
H  -3.79161  2.05824  0.51637  0.11
H  -3.83902  2.08935  2.30693  0.36
H  -6.34892  0.44060  2.74214  0.44
H  -4.82300  0.09334  3.55044  0.33
H  -5.65019  -1.18610  2.64222  0.40
H  -3.04100  -0.34757  0.35733  0.08
H  -2.70187  -0.85716  3.06022  0.25
H  -2.43207  0.66445  2.50379  -0.07

***

Record 5
A cluster of 2 separate species, C4H8N3O3 in total. Source: the Open Molecules 2025 dataset; level of theory: ωB97M-V/def2-TZVPD.

Results
Calculated total energy   -14886.847 eV
HOMO energy (spin up / spin down)   -0.083 / -0.128 hartree
Frontier orbital gap (spin up / spin down)   5.966 / 7.311 eV
Total charge   -1
Relative energy (zero: lowest compared OMol25 entry of this formula, charge and spin)   0.0 kcal per mole
LUMO level (spin up / spin down)   3.7 / 3.8 eV

Last column: Mulliken charge in e.
Positions of all 18 atoms, in Å:
C  -1.80841  -0.42421  -0.07795  0.78
C  -1.62914  -1.92752  0.05535  -1.10
C  1.42272  1.36816  1.16784  -0.59
C  -0.53599  1.52457  -0.76921  -0.82
N  1.56985  0.07882  0.97097  -0.49
N  -0.77885  0.16492  -0.72572  -0.10
N  2.34180  -0.33879  -0.01584  0.94
O  3.03026  0.44094  -0.69905  -0.74
O  -2.80018  0.17572  0.33007  -0.68
O  2.33468  -1.56719  -0.22371  -0.72
H  -2.55416  -2.38330  0.40007  0.33
H  -1.33601  -2.36314  -0.89986  0.30
H  -0.83504  -2.12189  0.77440  0.29
H  1.99092  2.11740  0.62830  0.41
H  0.80249  1.66244  1.99425  0.33
H  -1.31787  2.15142  -0.38849  0.34
H  0.09570  1.87205  -1.56539  0.29
H  0.00724  -0.43040  -0.95602  0.24

***

Record 6
The ion C9H15N2O2 with charge +1. Source: the Open Molecules 2025 dataset; level of theory: ωB97M-V/def2-TZVPD.

Results
Calculated total energy   -16645.180 eV
HOMO energy   -0.494 hartree
Frontier orbital gap   10.461 eV
Total charge   +1
Structure (SMILES)   CC(=O)OCCCCn1cc[nH+]c1
Relative energy (zero: lowest compared OMol25 entry of this formula, charge and spin)   0.0 kcal per mole
LUMO level   -3.0 eV

Last column: Mulliken charge in e.
Positions of all 28 atoms, in Å:
C  -0.86124  -2.01564  -1.83950  -0.82
C  -0.45505  -2.75306  -0.59818  0.59
O  -0.38791  -3.93403  -0.56703  -0.49
O  -0.05357  -2.02267  0.49806  -0.35
C  -1.10072  -1.22459  1.07524  -0.33
C  -0.57579  -0.59140  2.33353  -0.83
C  0.25509  0.69205  2.13862  -0.82
C  -0.25081  1.65117  1.07039  -0.78
N  0.51466  1.59236  -0.18872  0.27
C  0.52746  2.59302  -1.15763  -0.33
C  1.33076  2.17012  -2.15105  -0.46
N  1.79851  0.92026  -1.79892  0.02
C  1.28394  0.59778  -0.60890  -0.34
H  -1.46990  -2.67915  -2.43332  0.34
H  -1.43157  -1.10991  -1.65783  0.30
H  0.02587  -1.75217  -2.40739  0.20
H  -1.46762  -0.51277  0.33730  0.20
H  -1.94126  -1.86784  1.32950  0.50
H  -1.35872  -0.43240  3.06232  0.44
H  0.08992  -1.32275  2.78190  0.30
H  1.29489  0.43033  1.98877  0.47
H  0.24592  1.24260  3.07150  0.40
H  -0.16453  2.67028  1.42731  0.44
H  -1.29486  1.49728  0.83165  0.47
H  -0.01678  3.50979  -1.09437  0.47
H  1.61497  2.64284  -3.06919  0.42
H  2.42316  0.32138  -2.31281  0.25
H  1.42516  -0.31289  -0.06125  0.46

***

Look up the calculated total energy of the third one. -8698.578 eV